# 1
# C36H91B3F22N12O30S10

A cluster of 14 separate species, C36H91B3F22N12O30S10 in total at a distorted geometry (ωB97M-V/def2-TZVPD, the Open Molecules 2025 dataset).

```
204
Properties=species:S:1:pos:R:3:forces:R:3
C 0.9413 8.4231 0.7853 0.8 0.6 -1.0
C 2.4291 7.9637 0.8105 -0.5 -0.6 0.8
N 3.2497 8.4645 -0.2864 1.2 -0.6 -1.8
C 3.1159 9.7102 -0.8669 1.0 -0.1 -0.4
C 4.0351 9.8066 -1.8931 -0.9 -1.5 0.0
N 4.5969 8.5399 -2.0378 -0.6 -1.2 2.8
C 4.2134 7.7563 -0.9505 -1.2 2.7 -1.9
C 5.3732 8.0202 -3.1574 0.8 1.0 -0.8
H 0.5058 8.4364 -0.2138 0.4 -0.6 -0.4
H 0.8628 9.4902 0.9933 -0.1 -0.2 1.0
H 0.2765 7.7696 1.3503 0.4 0.4 0.5
H 2.4601 6.8744 0.7832 0.1 0.0 -0.2
H 3.0080 8.2387 1.6922 -0.7 0.1 0.4
H 2.3727 10.4039 -0.5025 0.3 0.0 0.0
H 4.2976 10.5896 -2.5890 -0.3 -0.1 0.1
H 4.6151 6.7711 -0.7647 -0.3 0.0 0.2
H 4.8084 7.6380 -4.0077 -0.7 -0.3 0.6
H 6.1088 7.2713 -2.8638 -0.1 0.2 0.2
H 5.8575 8.8935 -3.5943 0.5 -0.1 0.2
C -7.6537 -8.6775 5.4123 0.8 -0.5 -0.8
O -7.6400 -7.5606 4.5142 0.4 -0.7 1.8
C -8.8181 -6.8344 4.7214 0.1 1.2 -1.6
C -8.4835 -5.3553 4.3013 -0.2 -0.5 0.4
N -7.1105 -4.8402 4.9460 -1.7 -1.2 -0.3
H -6.3013 -5.1281 4.4145 0.1 -0.9 -0.4
H -7.1198 -3.8535 4.7306 -0.2 0.8 0.7
C -6.8175 -5.1784 6.4024 -0.9 0.9 1.3
C -7.8299 -4.5416 7.4208 0.7 1.0 -0.7
O -9.1624 -4.6781 6.9828 -0.1 0.0 1.6
C -10.0195 -3.9684 7.9056 -1.3 0.1 -0.8
H -8.4411 -9.4053 5.2165 -0.4 0.2 -0.4
H -7.7822 -8.3760 6.4519 0.4 0.2 0.1
H -6.7304 -9.2186 5.2052 0.1 0.2 0.5
H -9.2882 -6.9233 5.7008 0.6 0.2 0.3
H -9.4890 -7.3412 4.0278 -0.9 0.9 -0.2
H -9.2515 -4.6253 4.5571 0.2 -0.2 0.7
H -8.4535 -5.2390 3.2180 0.9 -0.3 0.0
H -5.8084 -4.8065 6.5795 -0.1 0.2 0.1
H -6.7847 -6.2396 6.6489 -0.2 -0.1 -1.1
H -7.6474 -3.4793 7.5827 0.3 0.5 -0.6
H -7.6656 -4.8738 8.4458 0.1 -1.0 -0.1
H -10.0736 -4.2572 8.9553 1.0 -0.7 0.0
H -11.0392 -4.1491 7.5655 0.1 0.1 -0.3
H -9.8618 -2.8901 7.8871 0.3 0.0 -0.2
C 0.0971 2.4411 -1.4244 0.4 -1.1 -1.2
O -0.8454 2.5247 -0.4165 -0.4 1.5 1.9
C -2.0033 1.7577 -0.5048 -0.4 0.1 -0.3
C -1.7530 0.3183 -0.1051 -0.6 -0.8 0.3
N -1.7649 0.1129 1.4311 1.6 1.7 -0.4
H -2.7400 0.1108 1.6945 -0.4 0.9 0.4
H -1.5142 -0.8352 1.6726 0.9 -0.5 -0.1
C -0.8462 1.1118 2.2749 -0.2 -0.7 -0.1
C 0.6872 0.9607 2.0243 -1.0 -1.9 -0.3
O 0.9919 -0.4569 1.8023 -1.2 1.5 0.5
C 2.3753 -0.6986 1.8154 0.8 -0.3 -0.7
H -0.3980 2.4658 -2.3952 0.1 -0.2 -0.2
H 0.6643 1.5219 -1.2785 0.1 -0.4 -0.5
H 0.8652 3.2142 -1.4457 -0.5 0.4 0.6
H -2.4769 1.8908 -1.4775 0.3 -0.8 -0.6
H -2.8094 2.1969 0.0830 0.3 0.2 0.7
H -0.8393 -0.0618 -0.5621 0.2 0.0 0.6
H -2.5520 -0.3638 -0.3958 -0.1 0.2 -0.4
H -1.0914 0.9356 3.3223 0.1 -0.6 -0.1
H -1.1549 2.1491 2.1449 -0.1 -0.2 -0.7
H 1.1188 1.3211 2.9580 0.4 0.1 -0.1
H 1.0495 1.5124 1.1569 -0.2 0.2 0.1
H 2.5652 -1.7393 1.5529 -0.4 -0.2 0.7
H 2.8321 -0.3931 2.7567 0.1 -0.2 0.0
H 2.8942 -0.2220 0.9837 -0.1 0.8 0.0
C 2.7740 15.6781 -4.3644 -0.1 0.1 0.8
O 3.1025 15.0411 -5.5724 0.3 0.9 -2.4
C 3.1814 16.0223 -6.6508 0.8 -0.4 -1.1
C 3.4988 15.2953 -8.0316 -1.2 -1.4 2.7
N 2.5047 14.0972 -8.0698 1.2 -0.1 -0.9
H 2.2824 13.8615 -7.1132 0.3 -0.3 1.0
H 1.6066 14.3700 -8.4427 -0.3 0.0 -0.6
C 3.0741 12.8322 -8.7511 1.0 0.4 0.4
C 2.3684 11.5861 -8.2592 -2.0 2.4 0.2
O 2.2490 11.6528 -6.8192 1.1 -0.7 -1.8
C 1.4378 10.5657 -6.4431 -1.3 -0.4 1.7
H 2.6625 14.9437 -3.5667 0.0 -0.2 -0.3
H 1.8159 16.1868 -4.4716 0.1 0.3 0.1
H 3.5873 16.3374 -4.0612 -0.2 0.3 0.0
H 3.9951 16.7448 -6.5877 0.5 -0.2 0.7
H 2.3354 16.7072 -6.7096 -0.7 -0.6 0.1
H 4.4426 14.7697 -7.8866 0.1 0.4 -0.3
H 3.4816 15.9101 -8.9315 -0.2 -0.1 0.2
H 4.1307 12.7522 -8.4960 0.0 0.6 0.0
H 2.9698 13.0210 -9.8195 0.0 -0.4 0.0
H 2.6489 10.6483 -8.7389 0.5 0.0 0.4
H 1.3819 11.8727 -8.6236 -0.8 -1.1 -0.2
H 0.4069 10.6788 -6.7786 0.0 0.0 -0.6
H 1.3109 10.5928 -5.3608 0.4 0.1 0.1
H 1.7935 9.5661 -6.6927 0.4 0.2 -0.4
C -3.3501 -6.8891 -6.0110 -0.6 -0.5 0.0
O -2.0566 -6.4673 -5.6250 1.2 0.4 -0.8
C -1.0403 -6.7539 -6.6046 -0.2 -0.3 -0.6
C 0.2206 -5.9843 -6.2280 -1.5 -0.2 -0.3
N -0.2516 -4.5038 -5.9976 2.9 -1.7 0.1
H -0.7577 -4.1100 -6.7779 0.1 -0.2 -0.9
H -1.0090 -4.6818 -5.3535 -0.1 0.7 1.4
C 0.9715 -3.5296 -5.7420 -1.8 0.4 0.0
C 1.7410 -3.7673 -4.4809 -0.7 -0.3 -1.0
O 2.4217 -4.9719 -4.6607 1.1 -0.7 2.5
C 3.0801 -5.3042 -3.3788 0.2 -0.4 -0.2
H -3.4999 -7.9534 -5.8296 0.3 -0.3 -0.1
H -3.5276 -6.6871 -7.0673 -0.2 0.2 0.0
H -4.0992 -6.4150 -5.3769 0.3 0.4 -0.2
H -1.2870 -6.5473 -7.6461 -0.9 0.6 0.0
H -0.8458 -7.8246 -6.6666 0.3 -0.2 0.5
H 1.0256 -6.0021 -6.9626 -0.3 0.0 0.0
H 0.5272 -6.5569 -5.3526 0.5 1.4 0.6
H 0.4546 -2.5724 -5.6742 0.4 0.2 -0.2
H 1.6270 -3.5788 -6.6114 -0.4 -0.1 -0.2
H 0.9731 -3.7794 -3.7074 0.4 -0.2 0.8
H 2.4537 -2.9526 -4.3526 -0.2 0.3 0.2
H 3.7733 -4.5528 -3.0008 0.0 0.5 -0.6
H 3.6674 -6.2200 -3.4461 -0.2 0.0 -0.6
H 2.3982 -5.4688 -2.5445 -0.7 0.1 -0.3
C 4.0839 -4.6537 8.7675 -0.6 1.4 -1.1
O 4.4889 -6.0038 8.7153 2.2 0.2 1.8
C 5.8893 -6.1370 9.2199 -1.2 -1.1 -2.1
C 5.9931 -7.6171 9.5937 -0.3 0.3 0.1
N 5.4860 -8.5589 8.5099 0.0 -0.1 0.9
H 4.6165 -8.1807 8.1620 -0.7 0.3 -0.3
H 6.1668 -8.4731 7.7688 0.2 -0.5 -0.7
C 5.1934 -9.9957 8.9882 0.4 1.0 1.1
C 4.3618 -10.8198 8.0633 -0.7 0.3 0.2
O 3.1089 -10.2102 7.8442 -0.2 0.4 -1.5
C 2.2476 -11.0269 6.9730 0.3 0.2 1.4
H 4.6942 -4.0170 8.1270 0.3 -0.2 -0.3
H 4.0922 -4.1205 9.7181 0.1 -0.8 0.6
H 3.0784 -4.5598 8.3572 0.0 -0.4 0.1
H 6.2240 -5.4858 10.0274 -0.7 -0.1 0.4
H 6.5769 -5.9062 8.4063 -0.1 0.1 -0.3
H 5.3117 -7.7230 10.4379 0.4 -0.5 0.2
H 7.0343 -7.9048 9.7394 -0.2 0.0 0.6
H 4.7146 -9.8634 9.9584 -0.3 0.2 -0.1
H 6.1160 -10.5282 9.2192 0.2 0.3 -0.4
H 4.1024 -11.7245 8.6130 0.8 -0.6 -0.2
H 4.9888 -10.9901 7.1880 -0.5 -0.4 -0.5
H 1.2257 -10.6563 7.0536 0.2 0.2 0.1
H 2.3003 -12.0092 7.4424 -0.3 -0.4 -0.4
H 2.5171 -11.0637 5.9175 0.5 0.2 0.2
N 9.4941 -8.8889 4.5299 -2.8 2.5 -1.9
S 10.6092 -9.7741 4.0091 4.5 -5.4 -0.2
O 11.7792 -9.0222 3.5603 -1.6 -1.3 -0.1
O 10.2019 -11.0598 3.3955 0.9 2.8 0.6
F 11.0993 -10.3507 5.4340 -0.1 0.4 0.2
S 9.0824 -8.1415 3.0993 -1.9 2.4 -2.5
O 8.9404 -8.9878 1.8965 0.7 1.4 2.8
O 9.6283 -6.7969 2.9067 -0.5 -2.5 0.8
F 7.5271 -7.8034 3.4369 0.7 -0.4 0.5
N -7.4531 0.9044 3.5316 0.9 3.3 3.2
S -8.7578 1.2471 2.8069 -4.2 -1.2 -6.7
O -9.0220 2.5683 2.2232 1.0 -1.9 1.7
O -9.8813 0.5016 3.2768 -0.4 0.2 0.5
F -8.3841 0.3492 1.4956 0.2 0.4 0.0
S -7.7519 2.0813 4.7190 3.7 1.7 4.5
O -8.9410 1.9796 5.5099 -0.6 -0.2 -1.3
O -7.2082 3.4382 4.5867 -0.7 -2.7 -0.9
F -6.7409 1.4095 5.8321 0.3 0.1 -1.0
N -2.0062 -5.5941 2.2449 -3.2 -0.8 -5.3
S -2.1023 -6.5455 0.8668 -2.8 -0.5 -3.9
O -2.5023 -7.9761 0.9542 0.9 3.5 0.6
O -1.1310 -6.2135 -0.1373 -0.2 -0.1 0.8
F -3.4370 -5.8058 0.2357 0.7 -0.6 0.9
S -1.0938 -6.5371 2.9553 4.4 -2.0 7.6
O 0.2371 -6.6653 2.4128 -1.0 -0.9 -0.3
O -1.6567 -7.5803 3.8029 0.3 0.0 -2.0
F -0.8721 -5.4922 4.1030 0.9 1.4 1.5
N -8.4196 6.7539 -5.5264 -3.7 -4.9 1.2
S -8.8035 5.0737 -5.8541 -1.3 -0.3 0.0
O -7.8384 3.9982 -5.5804 -1.6 2.6 -0.4
O -9.5654 5.0290 -7.0970 0.9 -0.2 2.2
F -9.8398 4.9737 -4.6081 0.5 -0.1 -1.1
S -7.0961 6.8132 -6.1945 8.1 3.2 -1.2
O -7.0203 6.6070 -7.6310 -0.1 -0.6 1.3
O -5.8742 6.5204 -5.3825 -2.6 -0.5 -1.8
F -7.0226 8.4123 -6.0815 0.0 0.9 -0.3
N -3.5699 -2.1812 -9.9951 0.5 -2.9 -3.4
S -4.2762 -2.9213 -11.3392 1.0 -0.7 -3.1
O -4.8645 -2.0007 -12.3372 1.0 -1.9 2.5
O -4.8987 -4.2186 -11.1183 1.0 1.8 -0.1
F -2.8571 -3.2910 -12.0407 -0.6 0.0 0.6
S -4.8254 -1.4845 -9.5369 -4.4 6.6 4.5
O -6.0133 -2.2672 -9.3068 0.3 -0.3 -1.2
O -4.9905 -0.0884 -9.9502 0.2 -2.4 -0.4
F -4.4501 -1.2061 -8.0049 1.1 -0.4 0.5
B 8.9745 2.9899 1.1513 1.3 -2.1 -0.3
F 9.2289 1.6656 1.5112 0.3 -1.3 0.8
F 8.2043 3.5683 2.0669 -2.0 1.7 2.0
F 10.1949 3.6269 1.0962 1.1 1.1 -0.6
F 8.3303 2.8826 -0.0491 -0.8 0.8 -2.0
B 4.0534 2.5770 -7.8276 -0.8 -0.3 -1.1
F 4.3868 1.3965 -8.4810 1.4 -0.6 -0.6
F 4.2468 2.3623 -6.4800 0.4 0.6 1.1
F 4.6431 3.7425 -8.3556 1.2 0.1 0.4
F 2.7228 2.7369 -8.1390 -2.1 0.4 0.4
B 2.6218 4.5477 8.9425 -0.7 0.9 -0.1
F 2.9399 4.8202 7.5884 -0.3 -0.4 0.0
F 1.2372 4.8908 9.1896 0.6 -0.4 -0.3
F 2.8992 3.2544 9.3280 -0.3 -1.2 -0.4
F 3.4111 5.3460 9.7355 0.7 1.2 0.7
```
Positions in Å, forces in eV/Å.

For the energy, the calculation gives -10593.84638 Ha. As for the LUMO energy: -0.0147 Eh. The net charge is -2. For the highest occupied orbital energy, the calculation gives -5.3 eV. The value obtained for the HOMO-LUMO gap is 4.861 eV.

---

# 2
# C3H8N2OS

The molecule C3H8N2OS at a distorted geometry (ωB97M-V/def2-TZVPD, the Open Molecules 2025 dataset).

```
15
Properties=species:S:1:pos:R:3:forces:R:3
N 1.4630 1.2395 -0.6752 -1.0 0.8 0.7
C 1.1086 -0.0791 -0.7676 -1.4 0.5 0.1
O 1.8715 -0.9154 -1.1783 0.2 -0.2 -0.1
C -0.5061 -0.5017 -0.5420 2.7 -0.2 -2.1
N -0.5947 -1.7716 -1.2040 -0.1 -2.4 -0.1
C -0.8963 -0.5582 0.9268 1.3 1.6 0.1
S -1.1353 1.2053 1.5653 -0.7 -0.5 -0.8
H 0.8175 1.8900 -0.2235 0.1 -0.5 -0.4
H 2.0432 1.6683 -1.3738 0.5 -0.4 0.0
H -1.0044 0.1131 -1.3085 -0.4 0.7 1.3
H -0.1133 -1.8285 -2.1115 -0.6 0.9 0.3
H -0.0594 -2.5277 -0.7603 -0.4 0.5 0.6
H -0.0143 -1.0283 1.4045 -0.8 0.1 0.2
H -1.8299 -1.0251 1.1779 -0.2 -0.6 -0.3
H -0.1855 1.4097 2.4514 0.7 -0.4 0.4
```
Positions in Å, forces in eV/Å.

For the energy, the calculation gives -702.02991 Ha. Its energy above the lowest of the compared OMol25 structures with the same formula, charge and spin is 29.9 kcal/mol. As for the LUMO energy: 0.0250 Eh. For the highest occupied orbital energy, the calculation gives -9.2 eV. The value obtained for the HOMO-LUMO gap is 9.860 eV.

---

# 3
# C4H5N2O2P

A structure of composition C4H5N2O2P at a distorted geometry (ωB97M-V/def2-TZVPD, the Open Molecules 2025 dataset).

```
14
Properties=species:S:1:pos:R:3:forces:R:3
C -1.1013 -1.0120 -0.1918 0.0 2.0 0.8
C 0.3169 -1.4272 -0.1342 -0.9 1.2 -0.1
C -1.2831 0.3528 -0.0177 -0.1 0.1 -0.3
C 1.0963 -0.3565 -0.0169 3.1 2.4 -0.5
N -2.4893 1.0437 0.0393 -0.9 -2.7 -0.3
N 2.9325 -0.0219 0.0244 -4.8 0.7 0.1
O 3.5644 -0.9818 -0.1169 2.3 -2.6 -0.3
O 3.3030 1.1197 0.1584 -0.6 -0.2 0.0
P 0.3127 1.2970 -0.1424 -0.4 -1.9 -1.7
H -1.9660 -1.6623 -0.1608 0.3 -0.3 -0.2
H 0.5405 -2.4495 -0.1998 0.7 -1.1 0.0
H -3.3284 0.5492 -0.3174 1.0 0.5 0.5
H -2.5756 2.0163 -0.0446 0.4 1.2 -0.1
H 0.6773 1.5325 1.1201 -0.1 0.7 2.1
```
Positions in Å, forces in eV/Å.

For the energy, the calculation gives -756.57028 Ha. Its energy above the lowest of the compared OMol25 structures with the same formula, charge and spin is 33.9 kcal/mol. As for the LUMO energy: 0.0107 Eh. For the highest occupied orbital energy, the calculation gives -8.2 eV. The value obtained for the HOMO-LUMO gap is 8.538 eV.